11
Properties=species:S:1:pos:R:3 method="wB97M-V/def2-TZVPD" total_energy_ev=-22593.2319 gap_ha="0.2723 / 0.2723" lumo_ev="-0.96 / -0.96" homo_ev="-8.37 / -8.37" spin_multiplicity=1
C 0.082 1.608 0.236
C -0.303 -1.782 0.096
N -0.735 1.157 -0.896
S -2.078 -1.959 0.438
I -2.462 0.421 -0.452
H 0.399 2.526 -0.186
H 0.810 0.856 0.307
H -0.272 1.826 1.249
H 0.056 -2.845 -0.002
H 0.134 -1.156 0.931
H -0.108 -1.165 -0.900

---

55
Properties=species:S:1:pos:R:3 method="wB97M-V/def2-TZVPD" total_energy_ev=-116252.9401 gap_ha="0.2008 / 0.2008" lumo_ev="3.95 / 3.95" homo_ev="-1.51 / -1.51" charge=-2 spin_multiplicity=1
Tl 1.557 -1.292 -1.914
Cl 6.096 4.628 -0.178
C 5.389 3.026 -0.371
C 6.225 1.939 -0.449
C 5.688 0.666 -0.576
I 6.981 -0.980 -0.673
C 4.292 0.365 -0.630
O 3.857 -0.803 -0.637
C 3.445 1.577 -0.683
N 2.138 1.397 -0.931
C 1.318 2.416 -0.906
C 1.741 3.723 -0.622
C 3.077 3.957 -0.442
C 3.991 2.882 -0.489
H 7.297 2.077 -0.403
H 0.279 2.194 -1.136
H 1.022 4.532 -0.567
H 3.450 4.959 -0.271
Cl -1.002 -2.991 5.716
C -0.505 -2.324 4.171
C 0.472 -1.312 4.154
C 0.921 -0.767 2.979
C 0.422 -1.192 1.704
O 0.849 -0.667 0.606
C -0.634 -2.234 1.807
C -0.923 -2.582 0.522
O -0.294 -2.334 -1.875
C -1.051 -2.807 3.011
H 0.883 -0.987 5.103
H 1.699 -0.012 2.982
H -1.657 -1.800 -0.826
H -1.768 -3.616 2.990
Cl -1.024 -2.878 -0.857
C -2.295 -3.545 -1.112
Cl -2.874 -3.816 -2.710
Cl -3.453 -4.036 -0.009
C -0.148 -4.132 -0.763
O -0.472 -5.351 -0.634
O 1.139 -4.017 -0.935
N -1.038 0.096 -2.266
C -1.929 -0.021 -1.544
N -3.008 -0.043 -0.744
C -4.303 -0.002 -1.427
C -4.600 1.426 -1.855
O -4.579 2.310 -0.742
C -3.321 2.281 -0.074
C -2.963 0.879 0.394
H -5.048 -0.349 -0.708
H -4.287 -0.675 -2.285
H -5.598 1.500 -2.289
H -3.857 1.741 -2.601
H -3.415 2.959 0.775
H -2.535 2.651 -0.745
H -3.683 0.515 1.130
H -1.965 0.865 0.835

---

159
Properties=species:S:1:pos:R:3 method="wB97M-V/def2-TZVPD" total_energy_ev=-104769.9678 gap_ha="0.2750 / 0.2831" lumo_ev="0.52 / 0.52" homo_ev="-6.96 / -7.18" spin_multiplicity=6
Mn -5.082 -22.856 8.643
C -3.088 -25.878 9.798
C -4.417 -26.134 9.060
C -5.545 -26.680 9.953
O -4.807 -24.923 8.581
H -2.927 -26.860 10.243
H -2.966 -25.086 10.537
H -2.293 -25.704 9.073
H -4.124 -27.007 8.478
H -6.095 -25.945 10.541
H -5.136 -27.341 10.718
H -6.285 -27.282 9.427
C -9.045 -23.806 8.694
C -8.395 -22.613 9.369
C -8.462 -22.811 10.916
O -7.136 -22.438 8.964
H -8.311 -24.610 8.649
H -9.455 -23.691 7.691
H -9.859 -24.302 9.223
H -9.156 -21.863 9.151
H -7.918 -23.722 11.165
H -9.470 -23.067 11.243
H -8.223 -21.911 11.482
C -2.071 -28.102 4.741
C -1.208 -26.886 4.954
C -0.160 -26.738 3.822
O 0.687 -27.899 3.737
C 1.653 -27.907 2.737
N -2.087 -25.707 5.065
H -2.822 -28.182 5.527
H -1.431 -28.983 4.694
H -2.531 -28.155 3.755
H -0.620 -26.970 5.868
H 0.470 -25.853 3.912
H -0.591 -26.586 2.832
H 2.372 -27.093 2.830
H 1.134 -27.778 1.788
H 2.038 -28.926 2.715
H -1.518 -24.873 5.096
H -2.529 -25.854 5.961
C -8.004 -18.624 7.888
C -7.368 -17.215 7.745
C -6.960 -16.846 9.217
O -5.886 -15.899 9.143
C -5.338 -15.599 10.423
N -6.169 -17.364 6.973
H -8.193 -18.908 6.852
H -8.829 -18.595 8.600
H -7.310 -19.302 8.385
H -7.943 -16.393 7.318
H -6.741 -17.751 9.784
H -7.796 -16.390 9.746
H -4.264 -15.419 10.394
H -5.558 -16.399 11.130
H -5.702 -14.689 10.901
H -5.588 -16.660 7.406
H -6.292 -16.950 6.060
C -3.546 -18.936 9.943
C -3.752 -20.515 9.755
C -4.479 -21.086 10.947
O -4.510 -22.516 10.764
C -4.963 -23.127 11.902
N -4.551 -20.707 8.492
H -3.336 -18.713 10.990
H -4.445 -18.398 9.641
H -2.671 -18.556 9.417
H -2.815 -21.025 9.531
H -5.475 -20.679 11.117
H -3.916 -20.799 11.835
H -4.436 -22.847 12.814
H -4.969 -24.207 11.755
H -5.985 -22.771 12.033
H -4.153 -20.052 7.834
H -5.381 -20.215 8.789
C -7.169 -26.413 3.972
C -6.863 -26.533 5.448
C -6.442 -27.989 5.746
O -7.558 -28.864 5.540
C -8.294 -29.342 6.695
N -5.700 -25.634 5.577
H -6.330 -26.576 3.296
H -7.493 -25.393 3.767
H -7.997 -27.071 3.709
H -7.841 -26.317 5.878
H -6.007 -28.136 6.734
H -5.727 -28.327 4.996
H -9.303 -29.695 6.484
H -8.308 -28.563 7.458
H -7.695 -30.054 7.264
H -5.427 -25.621 6.549
H -4.958 -25.895 4.944
C 0.239 -19.558 13.205
C 0.131 -20.703 14.289
C 0.210 -22.128 13.661
O -0.684 -22.346 12.579
C -0.572 -23.654 12.051
N 1.250 -20.479 15.243
H 1.260 -19.178 13.171
H -0.534 -18.836 13.468
H 0.026 -20.040 12.251
H -0.840 -20.584 14.771
H -0.096 -22.751 14.502
H 1.233 -22.392 13.392
H 0.309 -23.736 11.414
H -1.475 -23.715 11.445
H -0.670 -24.403 12.837
H 1.373 -21.214 15.925
H 1.136 -19.601 15.729
C -0.774 -22.641 9.144
C -1.471 -22.344 7.845
C -0.543 -22.601 6.647
O -1.409 -22.322 5.511
C -0.800 -22.664 4.322
N -2.754 -23.027 7.834
H -1.092 -22.166 10.072
H 0.273 -22.379 8.997
H -0.737 -23.722 9.281
H -1.663 -21.273 7.920
H -0.214 -23.641 6.651
H 0.282 -21.892 6.583
H -0.322 -23.644 4.346
H -0.175 -21.820 4.031
H -1.618 -22.708 3.602
H -2.638 -24.021 7.970
H -2.904 -22.954 6.838
C -4.299 -22.675 4.614
C -4.918 -21.798 5.659
C -5.969 -20.781 5.212
O -5.468 -20.067 4.083
C -6.363 -19.124 3.446
N -5.604 -22.686 6.580
H -3.778 -23.532 5.041
H -3.587 -22.214 3.930
H -5.027 -23.171 3.972
H -4.092 -21.352 6.213
H -6.255 -20.060 5.978
H -6.965 -21.153 4.972
H -5.756 -18.793 2.603
H -6.722 -18.327 4.097
H -7.253 -19.647 3.096
H -6.534 -22.299 6.660
H -5.872 -23.509 6.058
C -1.558 -18.571 5.813
C -2.828 -17.777 5.766
C -3.212 -17.314 4.370
O -4.214 -16.283 4.457
C -4.514 -15.635 3.223
N -3.828 -18.643 6.449
H -1.254 -19.117 6.705
H -0.744 -17.905 5.529
H -1.534 -19.165 4.899
H -2.734 -16.952 6.471
H -3.530 -18.105 3.692
H -2.374 -16.870 3.832
H -3.632 -15.395 2.629
H -4.988 -14.682 3.461
H -5.208 -16.149 2.558
H -4.174 -19.233 5.706
H -4.666 -18.118 6.654